1.
C30H32ClLuN3SSi2 | ωB97M-V with the def2-TZVPD basis set

Each line ends with the Mulliken charge.
CARTESIAN COORDINATES (ANGSTROEM)
C: -0.132 -1.686 0.310  -0.35
C: -0.872 -0.703 -0.417  -0.84
C: -1.754 -1.406 -1.281  -0.51
H: -0.844 0.375 -0.252  0.51
C: -1.485 -2.802 -1.178  -0.79
C: -0.497 -2.975 -0.168  -0.65
H: -0.146 -3.928 0.234  0.48
H: 0.467 -1.476 1.194  0.61
H: -2.566 -0.958 -1.850  0.68
H: -1.995 -3.598 -1.726  0.45
Lu: 0.649 -1.598 -2.462  0.81
Si: -0.097 3.331 -3.223  0.13
C: -0.612 4.232 -4.742  0.67
C: 0.366 4.760 -5.596  -0.23
H: 1.424 4.641 -5.347  0.35
C: -0.020 5.433 -6.757  -0.68
H: 0.746 5.859 -7.412  0.42
C: -1.378 5.559 -7.070  -0.44
H: -1.676 6.095 -7.972  0.40
C: -2.352 5.013 -6.227  -0.73
H: -3.414 5.116 -6.464  0.41
C: -1.970 4.341 -5.063  -0.31
H: -2.723 3.905 -4.400  0.33
C: -0.134 1.507 -3.645  1.87
C: -1.325 0.798 -3.531  -0.08
H: -2.123 1.303 -2.968  0.59
C: -1.727 -0.422 -4.150  -1.92
H: -2.722 -0.418 -4.623  0.44
C: -0.974 -1.601 -4.158  0.41
H: -1.397 -2.606 -4.226  0.70
C: 1.708 -0.236 -3.971  -0.43
H: 2.780 -0.426 -3.888  0.53
C: 1.165 1.086 -3.976  -1.51
H: 1.848 1.877 -4.315  0.23
H: -0.918 3.566 -2.026  -0.13
Si: 0.543 -1.103 -5.011  0.01
C: 0.974 -2.436 -6.355  0.53
C: 0.371 -2.411 -7.622  0.05
H: -0.359 -1.639 -7.870  0.29
C: 0.710 -3.336 -8.615  -0.80
H: 0.289 -3.236 -9.618  0.41
C: 1.578 -4.390 -8.313  -0.46
H: 1.807 -5.145 -9.065  0.39
C: 2.128 -4.476 -7.028  -0.84
H: 2.769 -5.320 -6.768  0.41
C: 1.859 -3.484 -6.079  -0.43
H: 2.316 -3.558 -5.094  0.31
C: 0.193 0.227 -6.437  0.29
C: -1.053 0.690 -6.857  0.13
H: -1.982 0.269 -6.475  0.42
C: -1.149 1.744 -7.775  -0.81
H: -2.139 2.138 -8.018  0.45
C: -0.001 2.274 -8.351  -0.56
H: -0.082 3.083 -9.075  0.46
C: 1.254 1.789 -7.975  -0.80
H: 2.163 2.205 -8.417  0.42
C: 1.343 0.777 -7.009  -0.35
H: 2.333 0.430 -6.696  0.37
H: 1.206 3.506 -3.072  -0.16
Cl: 1.343 -3.930 -2.760  -0.48
N: 2.469 -2.165 -0.583  -0.45
N: 2.673 -1.263 0.510  -0.32
C: 2.578 0.059 0.213  0.53
N: 2.986 0.893 1.189  -0.43
S: 1.925 0.579 -1.248  -0.29
H: 3.338 -2.215 -1.127  0.27
H: 2.324 -3.107 -0.203  0.32
H: 3.272 -1.571 1.284  0.25
H: 2.889 1.891 1.054  0.23
H: 3.284 0.563 2.099  0.20

Cartesian forces, eV/Å:
C -0.8 -0.2 -0.2
C -0.3 -0.5 0.2
C 0.3 -0.1 0.0
H -0.1 -0.4 0.0
C 0.1 0.2 0.2
C -0.3 0.7 0.0
H -0.1 0.4 -0.3
H -0.1 -0.1 -0.5
H 0.3 -0.2 0.1
H 0.2 0.3 0.3
Lu -0.9 -1.5 7.2
Si -3.3 -0.2 -0.3
C -0.1 0.0 -0.1
C -0.3 0.1 -0.1
H -0.3 0.2 -0.1
C 0.0 0.0 0.0
H -0.3 -0.1 0.2
C 0.1 0.0 0.2
H 0.1 -0.2 0.3
C 0.0 -0.1 0.1
H 0.4 0.0 0.0
C 0.1 0.3 -0.5
H 0.1 0.2 -0.2
C -2.7 -1.1 1.0
C 1.8 2.4 -0.2
H 0.1 -0.2 -0.4
C -0.2 -3.2 -0.8
H -0.1 -0.2 1.0
C -2.1 1.6 0.1
H -0.2 0.5 -0.7
C 0.3 2.5 0.1
H -0.2 0.5 -0.5
C 2.9 -2.3 -1.8
H 0.0 -0.1 0.8
H -0.1 0.0 0.0
Si -0.1 0.0 -7.6
C 0.4 -0.4 1.2
C -0.1 0.2 -0.4
H 0.3 -0.2 0.0
C 0.0 0.0 0.4
H 0.0 -0.1 0.4
C 0.0 0.2 0.4
H 0.0 0.2 0.2
C 0.0 0.1 -0.2
H -0.1 0.3 -0.1
C 0.1 -0.4 -0.2
H -0.1 -0.1 -0.3
C -0.3 -0.2 1.2
C 0.2 0.5 -0.2
H 0.2 0.1 0.0
C -0.2 -0.3 0.1
H 0.3 -0.1 -0.1
C 0.1 0.1 0.1
H 0.0 -0.2 0.2
C 0.0 -0.3 0.2
H -0.3 -0.1 0.1
C 0.0 0.5 -0.4
H -0.3 0.1 -0.1
H 3.8 0.9 0.8
Cl 0.3 0.0 -0.5
N 1.0 0.0 0.4
N 0.6 -0.1 -0.8
C -0.1 -0.3 1.0
N -0.1 0.1 -0.3
S 0.8 0.3 0.6
H -0.1 0.0 0.2
H -0.3 0.4 -0.2
H -0.3 0.2 -0.6
H 0.0 -0.3 0.0
H 0.0 0.1 -0.3

Calculated values
Energy above the lowest of the compared OMol25 structures with the same formula, charge and spin, kcal per mole: 18.3
Net charge: +1
Strongest force on any atom, eV/A: 7.6
LUMO, eV: -5.02

---

2.
C28H62N4O9S3 | ωB97M-V with the def2-TZVPD basis set

Each line ends with the Mulliken charge.
CARTESIAN COORDINATES (ANGSTROEM)
C: -6.189 -12.814 23.246  -0.11
O: -6.212 -13.046 24.642  -0.58
H: -6.554 -13.719 22.755  0.39
H: -6.950 -12.077 22.954  -0.10
H: -5.219 -12.523 22.838  0.10
H: -6.151 -12.193 25.081  0.31
C: -5.503 -4.362 22.867  -0.72
O: -5.429 -5.735 22.530  -0.40
H: -4.767 -3.821 22.272  0.27
H: -6.508 -3.960 22.699  0.22
H: -5.259 -4.186 23.923  0.27
H: -6.322 -6.104 22.628  0.38
C: -8.346 -5.442 19.695  -0.41
O: -8.286 -5.392 18.260  -0.22
H: -9.092 -4.757 20.095  0.55
H: -8.520 -6.473 19.985  -0.18
H: -7.377 -5.194 20.148  0.11
H: -8.520 -4.496 18.007  0.19
C: -5.556 -13.183 19.094  -0.28
O: -6.113 -14.484 19.137  -0.54
H: -4.682 -13.073 19.748  0.21
H: -5.350 -12.897 18.058  0.37
H: -6.294 -12.497 19.515  -0.08
H: -5.411 -15.117 18.969  0.29
C: -3.186 -10.014 23.330  -0.42
O: -4.295 -9.565 24.127  -0.49
H: -2.954 -9.200 22.644  0.19
H: -2.314 -10.220 23.951  0.44
H: -3.502 -10.915 22.816  0.06
H: -3.988 -8.957 24.803  0.26
C: -10.811 -8.096 18.217  -0.51
O: -10.162 -8.398 16.989  -0.40
H: -11.138 -7.058 18.217  0.27
H: -11.688 -8.710 18.450  0.37
H: -10.113 -8.246 19.046  0.01
H: -10.273 -9.344 16.830  0.36
N: -2.368 -10.817 19.874  0.09
C: -1.253 -11.118 20.610  -0.50
C: -0.677 -9.927 20.980  -0.67
C: -1.450 -8.882 20.402  -0.54
C: -2.538 -9.459 19.817  -0.70
H: -2.920 -11.482 19.363  0.24
H: -0.966 -12.136 20.804  0.43
H: 0.281 -9.847 21.470  0.43
H: -1.255 -7.824 20.462  0.49
H: -3.315 -8.949 19.275  0.72
N: -8.429 -6.780 14.824  0.41
C: -8.627 -5.438 14.981  -0.27
C: -8.630 -4.833 13.765  -0.66
C: -8.479 -5.879 12.803  -0.44
C: -8.320 -7.051 13.487  -0.70
H: -8.272 -7.357 15.634  0.09
H: -8.583 -4.965 15.946  0.28
H: -8.771 -3.780 13.593  0.45
H: -8.414 -5.753 11.734  0.40
H: -8.103 -8.028 13.092  0.44
N: -11.143 -11.521 15.345  0.07
C: -9.923 -11.348 14.742  -0.69
C: -8.955 -11.523 15.695  -0.39
C: -9.618 -11.654 16.951  -0.14
C: -10.963 -11.699 16.692  -0.89
H: -12.018 -11.290 14.910  0.23
H: -9.861 -11.189 13.680  0.41
H: -7.893 -11.488 15.515  0.45
H: -9.183 -11.801 17.927  0.49
H: -11.778 -11.856 17.378  0.40
N: -10.385 -12.044 21.330  0.40
C: -11.737 -12.062 21.143  -0.57
C: -12.263 -12.997 22.008  -0.58
C: -11.189 -13.520 22.768  -0.63
C: -10.039 -12.908 22.326  -0.28
H: -9.692 -11.448 20.884  0.28
H: -12.157 -11.461 20.354  0.46
H: -13.292 -13.320 21.999  0.38
H: -11.229 -14.314 23.495  0.41
H: -8.999 -13.115 22.503  0.26
C: -10.387 -7.503 23.099  -0.74
S: -8.976 -6.647 23.759  0.40
O: -7.955 -6.686 22.679  -0.48
C: -9.678 -5.009 23.724  -0.97
H: -10.475 -7.272 22.034  0.10
H: -11.283 -7.194 23.631  0.45
H: -10.207 -8.575 23.159  0.27
H: -9.937 -4.743 22.698  0.23
H: -8.902 -4.310 24.053  0.33
H: -10.512 -4.850 24.406  0.42
C: -5.210 -6.098 16.452  -1.02
S: -4.707 -6.136 18.174  0.99
O: -3.251 -6.454 18.118  -0.76
C: -4.816 -4.361 18.414  -1.11
H: -4.966 -7.075 16.036  0.34
H: -4.568 -5.407 15.902  0.48
H: -6.241 -5.785 16.304  0.12
H: -4.322 -4.104 19.351  0.30
H: -5.874 -4.097 18.474  0.25
H: -4.309 -3.830 17.611  0.44
C: -7.007 -8.896 18.825  0.05
S: -7.585 -9.417 20.425  0.89
O: -8.064 -10.829 20.322  -0.90
C: -6.031 -9.411 21.305  -0.33
H: -7.750 -8.336 18.250  -0.17
H: -6.783 -9.807 18.262  0.43
H: -6.136 -8.246 18.860  -0.34
H: -5.165 -9.670 20.692  0.06
H: -6.163 -10.124 22.114  0.07
H: -5.846 -8.389 21.641  -0.01

Cartesian forces, eV/Å:
C -1.1 -0.1 -0.3
O 0.2 0.1 -0.1
H 0.4 -0.2 0.1
H 0.3 0.2 0.1
H 0.1 0.0 0.2
H 0.1 0.0 0.0
C 0.1 -0.2 0.2
O 0.1 0.3 -0.1
H -0.1 0.1 -0.1
H 0.1 0.1 -0.2
H 0.0 -0.1 0.0
H 0.0 -0.1 0.1
C 0.8 -0.2 -0.1
O -0.1 0.1 0.4
H -0.2 -0.2 0.0
H -0.4 0.0 0.1
H 0.0 0.2 -0.1
H 0.0 0.0 -0.1
C -0.4 0.2 0.2
O 0.1 -0.1 0.2
H 0.2 -0.2 -0.3
H 0.2 0.2 0.1
H -0.2 -0.1 -0.2
H 0.0 -0.1 0.0
C -0.3 1.0 0.5
O -0.3 -0.6 0.1
H 0.3 -0.4 -0.3
H 0.0 -0.2 -0.1
H 0.1 0.0 -0.1
H 0.1 0.1 -0.1
C 0.3 -0.1 0.3
O -0.4 0.1 0.1
H 0.1 0.1 -0.1
H 0.0 -0.1 -0.4
H 0.0 0.1 0.2
H 0.2 -0.1 0.0
N -0.6 -0.1 0.2
C 0.0 0.4 -0.1
C 0.4 -0.3 -0.5
C 0.0 0.0 0.8
C 0.6 0.3 -0.7
H -0.1 0.0 0.2
H 0.0 0.0 0.0
H -0.1 0.1 0.2
H -0.1 0.0 0.0
H -0.1 -0.3 -0.2
N 0.1 0.6 0.2
C 0.5 0.3 0.5
C -0.3 -0.4 -0.6
C 0.3 0.5 -0.1
C 0.0 -0.2 0.0
H -0.3 -0.5 -0.3
H -0.3 -0.3 0.1
H 0.0 0.0 -0.1
H -0.1 -0.1 0.0
H -0.1 -0.1 0.2
N 0.0 0.4 0.0
C -0.2 -0.5 0.0
C 0.0 0.7 0.1
C 0.0 -0.6 0.0
C 0.0 0.3 0.1
H 0.0 -0.2 0.0
H 0.1 0.0 0.0
H 0.0 0.0 0.0
H 0.1 0.0 0.0
H -0.1 0.0 -0.1
N 0.2 0.2 0.3
C 0.4 -0.2 -0.1
C -0.2 0.2 -0.3
C 0.2 -0.2 0.0
C -0.3 -0.2 -0.4
H -0.1 0.0 -0.2
H -0.3 0.0 0.1
H 0.0 0.1 0.2
H -0.1 0.0 0.0
H 0.0 0.1 0.3
C -0.1 -0.3 -0.5
S -0.3 -0.2 0.7
O 0.2 0.1 -0.4
C 0.3 0.9 -0.1
H 0.0 0.3 0.1
H -0.1 -0.2 0.1
H -0.1 0.0 0.3
H -0.1 -0.1 0.0
H 0.1 -0.2 -0.1
H -0.1 -0.4 0.0
C 0.3 0.1 -0.5
S 0.5 0.5 -0.4
O -0.1 -0.2 0.2
C -0.2 0.2 0.4
H -0.4 -0.2 0.1
H 0.1 0.1 0.3
H -0.1 -0.3 0.1
H -0.1 -0.2 0.1
H 0.1 0.1 -0.1
H 0.0 -0.1 -0.1
C 0.2 -0.1 -1.1
S -0.4 1.0 0.6
O 0.2 -0.4 -0.4
C 0.4 0.1 -0.4
H -0.4 -0.2 0.3
H 0.1 0.0 0.1
H 0.1 -0.2 0.4
H -0.2 -0.4 -0.1
H 0.1 0.2 0.2
H -0.2 -0.1 0.3

Calculated values
Strongest force on any atom, eV/A: 1.2
LUMO, eV: 0.15

---

3.
C2H6N4 | ωB97M-V with the def2-TZVPD basis set

Each line ends with the Mulliken charge.
CARTESIAN COORDINATES (ANGSTROEM)
C: -0.934 2.301 0.378  0.43
C: 1.058 -2.174 -0.114  0.40
N: 1.048 -1.024 0.102  -0.10
N: -0.539 1.659 1.270  -0.10
N: -1.314 2.829 -0.694  -0.29
N: 0.854 -3.382 -0.366  -0.28
H: 1.682 -0.274 0.317  0.36
H: -0.429 1.660 2.272  0.35
H: -2.288 2.749 -1.009  0.31
H: -0.716 3.475 -1.210  0.31
H: 0.898 -3.751 -1.318  0.30
H: 0.681 -4.068 0.371  0.31

Cartesian forces, eV/Å:
C 0.5 -0.9 1.3
C -0.1 1.7 0.3
N -0.1 -0.7 -0.2
N -0.1 0.3 -0.5
N -0.7 0.9 -1.4
N -0.1 -1.8 -0.4
H 0.4 0.0 0.0
H -0.1 0.2 0.3
H 0.3 0.0 0.2
H 0.0 -0.1 0.1
H 0.1 0.2 0.1
H 0.1 0.2 0.0

Calculated values
Energy above the lowest of the compared OMol25 structures with the same formula, charge and spin, kcal per mole: 0.0
Net charge: +2
Strongest force on any atom, eV/A: 1.8
LUMO, eV: -7.42

---

4.
C9H14O | ωB97M-V with the def2-TZVPD basis set

Each line ends with the Mulliken charge.
CARTESIAN COORDINATES (ANGSTROEM)
C: 1.169 -1.476 -2.475  -1.32
C: 1.400 -1.347 -0.993  0.05
C: 0.477 -0.567 -0.292  0.24
C: 0.517 -0.359 1.099  -0.74
C: 1.566 -0.953 1.783  0.57
O: 1.631 -0.810 3.179  -0.55
C: 2.541 -1.716 1.168  -0.75
C: 2.393 -1.886 -0.219  -0.05
H: 0.238 -1.003 -2.742  0.32
H: 1.124 -2.549 -2.711  0.31
H: 2.002 -1.180 -3.116  0.31
H: -0.381 -0.037 -0.696  0.15
H: -0.308 0.153 1.563  0.38
H: 2.045 0.016 3.365  0.30
H: 3.317 -2.222 1.715  0.43
H: 3.234 -2.408 -0.678  0.33
C: -2.997 1.543 -0.198  -0.34
C: -2.802 3.034 0.119  -0.87
H: -2.227 0.954 0.327  -0.22
H: -3.783 1.137 0.447  0.30
H: -3.004 1.397 -1.268  0.30
H: -3.155 3.322 1.108  0.30
H: -3.250 3.634 -0.670  0.28
H: -1.746 3.322 0.184  0.26

Cartesian forces, eV/Å:
C 1.0 -1.5 0.1
C -1.3 1.5 0.2
C -0.8 0.7 1.5
C 0.9 -1.1 -1.5
C 0.1 0.2 1.6
O -0.4 -0.9 -0.5
C -1.4 0.3 -1.4
C 2.2 -0.8 0.3
H -0.1 0.2 -0.3
H -0.5 0.1 0.0
H -0.1 0.6 0.2
H 0.2 -0.4 -0.9
H 0.2 0.2 0.4
H 0.4 0.9 0.3
H 0.1 0.2 0.1
H -0.4 -0.2 -0.3
C 0.8 0.2 2.3
C 0.7 0.0 0.1
H 0.6 0.2 -0.9
H -1.0 0.2 -1.2
H -0.4 -0.6 0.0
H -0.5 0.0 -0.1
H -0.2 0.3 0.2
H 0.0 -0.2 -0.4

Calculated values
Energy above the lowest of the compared OMol25 structures with the same formula, charge and spin, kcal per mole: 22.6
SMILES: Cc1ccc(O)cc1.CC
Strongest force on any atom, eV/A: 2.4
LUMO, eV: 0.90

---

Number 1 is which compound? C30H32ClLuN3SSi2